This record from the OMol25 dataset describes one molecule with the formula C11H7NS. The level of theory is the ωB97M-V functional and the def2-TZVPD basis.

Atoms and positions in Å:
C (-1.88720, -0.02447, -0.07683)
C (2.80878, 1.21471, 0.02566)
C (4.25186, -1.20990, 0.01956)
C (4.83211, 0.07894, -0.18040)
H (-2.61308, -2.10655, -0.16253)
C (-0.52640, -0.11497, 0.07812)
H (4.82577, -2.19976, 0.06142)
H (-4.59616, 1.94900, 0.41862)
C (2.09905, -0.05366, 0.12292)
N (4.12309, 1.26107, -0.12567)
C (0.68196, 0.05630, 0.27329)
H (5.95355, 0.10907, -0.42972)
C (-2.76219, -1.09642, -0.12391)
H (2.20866, -2.06959, 0.10799)
H (-2.01020, 2.12588, -0.02467)
C (2.87923, -1.23418, 0.15701)
C (-2.56242, 1.22360, -0.03808)
H (2.17947, 2.13299, -0.04274)
C (-3.91108, 1.09897, 0.08686)
S (-4.38948, -0.52513, -0.06962)

Properties
- Highest occupied orbital energy: -8.1 eV
- Energy relative to the best compared isomer or geometry (same formula, charge and spin): 29.6 kcal/mol
- LUMO energy: 0.00 eV
- Calculated total energy: -876.2084 hartree

List of natural (NBO) charges in e, atom by atom: -0.1890 0.0755 -0.2596 0.0324 0.2313 0.0010 0.2358 0.2570 -0.1714 -0.4244 0.0605 0.2033 -0.3587 0.2240 0.2281 -0.1659 -0.2158 0.2004 -0.4311 0.4668

---

This record from the OMol25 dataset describes a 2-piece molecular cluster, C15H20F4O3S overall. The level of theory is the ωB97M-V functional and the def2-TZVPD basis.

Atoms and positions in Å:
H (-6.74913, -0.02438, 1.40341)
H (3.41571, 0.37639, -1.36912)
H (1.91498, -0.65023, 2.75516)
C (0.71102, 1.70444, -2.89911)
F (-3.98510, 0.19885, -0.38144)
C (-2.78349, -0.67147, 2.22057)
H (0.70821, 2.74235, -3.39799)
F (-4.68617, 1.61608, 1.11032)
C (-5.81003, -0.53540, 1.12296)
C (3.93712, 0.93504, -0.51862)
O (-5.22571, -0.75260, 2.44302)
C (0.72553, -1.03431, -3.18582)
C (0.72990, 0.40497, -3.78624)
H (-4.05152, -2.41772, 1.96279)
F (-5.91953, 1.15996, -0.60645)
C (4.40860, -0.05937, 0.64994)
H (0.71142, -2.18786, -1.13442)
C (-4.02304, -1.48787, 2.53957)
H (-1.89097, -1.16039, 2.62706)
H (4.48485, 0.49933, 1.64201)
C (-5.08415, 0.59329, 0.30013)
H (4.82074, 2.06367, -2.22645)
H (2.96775, -2.01066, -0.44257)
H (0.75366, -1.99666, -3.78886)
H (-2.63386, -0.58555, 1.14482)
C (0.72012, -0.10709, 0.86714)
H (-2.85442, 0.33743, 2.63302)
F (6.42629, 1.34776, -0.96223)
H (3.14797, 1.64147, -0.05845)
S (3.26523, -1.54810, 0.85605)
H (5.42465, -0.51881, 0.33944)
O (-0.13764, 0.54141, 1.53203)
H (-3.95416, -1.78901, 3.59096)
H (0.68146, 2.46349, -0.67607)
H (1.09354, -2.04565, 1.88820)
C (0.69317, 1.51948, -1.33890)
H (5.02151, 2.90340, -0.61459)
H (0.77398, 0.48153, -4.93577)
C (0.69955, -1.15375, -1.64382)
C (1.68522, -1.07048, 1.70245)
C (5.09631, 1.86592, -1.12050)
C (0.70260, 0.07794, -0.70600)
O (-5.93221, -1.66680, 0.46237)

Properties
- Highest occupied orbital energy: -5.0 eV
- LUMO energy: -1.95 eV
- Calculated total energy: -1606.5385 hartree

List of natural (NBO) charges in e, atom by atom: 0.0921 0.2443 0.3142 -0.2182 -0.3535 -0.6402 0.2551 -0.3639 0.3210 -0.4713 -0.5780 -0.2169 -0.1849 0.1839 -0.3474 -0.5054 0.2183 -0.0675 0.1588 0.2746 0.9085 0.1984 0.2277 0.2513 0.2123 0.5085 0.2162 -0.3675 0.2404 0.5490 0.2837 -0.4291 0.1515 0.2520 0.3109 -0.1764 0.1847 0.2426 -0.2288 -0.6341 0.0378 -0.1646 -0.8899

---

This record from the OMol25 dataset describes C13H11Cl3I2N2OPdSi as an isolated structure. The level of theory is the ωB97M-V functional and the def2-TZVPD basis.

Atoms and positions in Å:
H (1.10173, 2.87783, 0.28154)
C (2.76342, -0.43720, -1.80328)
H (2.68644, -1.53807, 1.39000)
C (-2.14655, 0.27201, -1.89242)
C (-1.72137, 0.17066, -0.59189)
C (-2.09426, -0.81245, -2.79014)
H (-1.51012, -2.89777, -3.05825)
Cl (-1.96165, 0.14012, 5.78648)
Pd (0.23079, 0.10969, 2.43886)
C (2.47677, -0.95137, 0.50375)
C (-1.83854, 1.33812, 0.35227)
H (-2.47796, 1.03671, 1.18552)
N (1.65076, 0.09350, 0.67331)
C (1.37461, 0.87489, -0.36979)
H (0.04058, 2.41136, -1.03525)
Cl (1.08739, 1.50422, 5.91564)
C (-1.22613, -1.10872, -0.07956)
H (-2.33756, 2.15815, -0.17063)
Cl (0.66600, -1.39188, 4.27617)
C (1.91301, 0.64232, -1.62674)
H (1.68864, 1.31352, -2.44658)
C (-1.56674, -2.06857, -2.36455)
I (-0.34392, -3.92713, -0.44756)
N (-0.54482, 1.77089, 0.91422)
H (-2.54892, 1.21576, -2.24197)
I (-2.75632, -0.66788, -4.67221)
H (-0.71189, 2.59597, 1.47633)
C (3.05260, -1.25203, -0.71733)
C (0.48069, 2.06445, -0.09591)
Si (-0.32520, 0.67453, 4.73497)
H (3.20608, -0.63211, -2.77207)
H (3.73382, -2.08749, -0.80631)
C (-1.14012, -2.20051, -1.04352)
O (-0.90123, -1.29148, 1.09692)

Properties
- Net charge: +2
- Highest occupied orbital energy (alpha / beta): -13.2 / -14.8 eV
- Spin multiplicity: 5
- LUMO energy (alpha / beta): -6.88 / -11.34 eV
- Calculated total energy: -3079.4978 hartree
- <S²>: 6.039

List of natural (NBO) charges in e, atom by atom: 0.2549 -0.1285 0.2269 -0.2076 -0.0052 -0.2193 0.2662 -0.3013 0.8750 0.0555 -0.2702 0.2544 -0.5470 0.2014 0.2067 -0.2941 0.4797 0.2186 -0.4078 -0.2452 0.2401 -0.0585 0.8519 -0.6280 0.2581 0.5824 0.4146 -0.2536 -0.2761 0.9059 0.2470 0.2516 -0.3634 -0.5850

---

This record from the OMol25 dataset describes C30H84F6NO32S2Tl as an isolated structure. The level of theory is the ωB97M-V functional and the def2-TZVPD basis.

Atoms and positions in Å:
O (0.62086, -1.64017, -0.79637)
O (4.45505, -1.01388, -0.53478)
O (-2.70115, -2.55213, 3.84954)
H (2.30989, 2.90371, 2.63713)
C (4.13635, -0.69853, -1.90877)
Tl (-1.65501, 0.40837, 3.68461)
H (0.49372, 4.74796, 3.29102)
O (-2.35848, -4.58305, 6.02758)
H (-4.14838, 3.48759, -3.43376)
H (1.15838, -2.99308, 5.50282)
H (3.55840, -0.21218, 1.42332)
C (1.64068, 5.43509, -1.75079)
H (-3.93438, -3.74140, -1.08259)
H (-1.97431, 2.32021, -3.67931)
H (-3.22512, 5.57296, -0.89145)
H (-0.30878, 4.61206, -1.82028)
C (-3.26646, 3.73448, -4.02482)
C (0.28785, 3.79071, 2.81207)
H (-2.31894, 6.74027, 0.85103)
C (4.25927, -0.73795, 4.06389)
H (3.53680, 0.28296, 5.52088)
O (1.05018, 1.40797, 2.70490)
H (-0.62352, -3.10104, 7.04387)
S (-1.16712, 0.40280, -0.08018)
H (-0.99403, -0.67354, -6.29712)
H (-3.21927, -3.79130, 2.30615)
O (-2.06080, 1.41135, 0.55540)
C (4.48718, 0.43934, 3.08314)
H (-5.15571, -2.46954, 1.58277)
H (-3.12859, -6.10834, 5.01689)
H (-1.49255, 5.41547, -4.85259)
H (-2.09299, -7.48182, -0.35860)
C (1.37877, 2.73782, 3.17897)
H (-2.86628, -1.58337, -1.98984)
O (-1.60955, -1.32349, 6.27350)
C (0.27751, 5.27086, -2.46087)
H (-2.16689, 4.37676, -0.11316)
H (-2.36270, -3.78168, -1.91147)
H (3.03161, 5.24909, 0.86097)
F (0.48474, 2.57346, -0.11875)
C (-1.18011, -0.62512, -4.26477)
H (0.06172, -5.52200, 3.72322)
O (4.26579, 1.80611, -4.75397)
O (3.18487, -0.40382, 4.94984)
C (-3.41098, -3.49885, -2.00742)
C (-4.54656, -2.04952, 2.38316)
O (1.77381, -1.61814, 1.37941)
O (-0.81816, -5.89838, 3.79897)
H (4.21049, 3.99115, -0.76113)
H (0.17070, -6.67673, -0.23448)
H (3.91673, -1.66966, 3.61369)
H (0.04351, -1.54919, 7.33570)
H (-1.65432, 3.89214, 2.85568)
H (1.40877, 3.87978, -5.80230)
O (6.53113, 3.81361, 0.65847)
H (-3.42397, 3.25888, -4.99286)
H (0.81527, -6.02769, -1.79717)
H (-2.52994, -6.51162, 6.64674)
H (0.37002, 4.79097, -3.43516)
C (-1.14214, -6.91659, -1.97464)
C (2.86360, 1.55414, -4.86939)
C (0.25576, -6.82672, -1.31076)
C (-1.35814, -1.41680, -5.58784)
O (3.46257, 0.49168, 2.06907)
H (2.58277, 3.05969, -3.41481)
O (-2.35615, 5.54992, -5.24971)
H (-5.07657, -4.30297, -3.16496)
O (-2.02790, 3.26686, -3.52899)
C (2.05198, 2.72556, -4.30627)
H (-4.04485, 3.54746, 1.06665)
H (3.88300, 0.36117, -1.87790)
H (-3.99209, 6.49605, 1.26750)
O (5.23948, -2.43092, -3.12244)
O (3.79064, 4.74830, 1.16867)
F (-1.63770, -3.37378, 0.66565)
H (5.73571, 2.03330, 0.43040)
H (-4.28041, 5.68217, -4.61137)
H (0.96117, 6.42359, -0.25876)
H (-4.30780, -3.68460, 3.72979)
C (-3.04239, 5.97706, 1.13776)
O (0.66884, -1.31987, 4.41179)
H (4.33401, -1.96301, -0.61289)
H (-0.79110, -7.31843, 5.43773)
C (4.16062, 3.70022, 0.28814)
H (3.22255, -1.21823, -2.19678)
C (-2.33216, -5.93792, 5.74129)
H (5.43746, 3.01010, 1.92741)
H (-3.67829, -5.43186, -2.83656)
C (-3.31911, 5.27461, -4.29847)
O (-4.15418, 4.03782, 0.24862)
H (-0.97791, -7.42728, -2.92350)
C (-0.28609, -3.38436, 0.97774)
H (-2.25133, -1.32486, 6.98744)
C (0.28257, -2.42379, 5.19142)
O (-2.03797, -7.75919, -1.27600)
C (-3.09301, 4.94260, -0.01208)
C (-3.68218, -3.12522, 3.03425)
H (2.25886, 4.53884, -1.80279)
O (2.10719, 3.87742, -5.14368)
H (-3.12898, -4.42463, 6.57788)
C (0.35563, 1.39862, -0.73624)
O (1.02236, -8.02916, -1.45759)
C (-3.99490, -4.42468, -3.10756)
H (-2.86321, 0.10852, -4.67377)
H (1.64351, 2.74970, 4.23627)
H (-0.14726, -0.38066, -4.01669)
H (-0.19774, 6.87548, -3.38270)
O (-2.03554, 0.50605, -4.39352)
H (0.36410, 4.03135, 1.75170)
H (-2.57104, -2.16681, -6.71691)
O (1.56286, 5.68583, -0.38237)
H (5.21794, -0.91041, 4.55308)
H (4.40694, 2.57190, -5.31543)
F (1.50252, 0.72275, -0.67911)
N (-0.55343, -0.67917, 1.25305)
H (2.19840, 6.30771, -2.09076)
H (-2.59071, -3.14049, 4.60004)
H (-3.25705, 5.71388, -3.30283)
H (-0.23159, -5.69163, 5.67821)
H (1.24377, -8.19192, -2.37743)
H (2.48597, 0.60788, -4.48197)
S (0.48128, -1.66306, 0.67233)
F (0.26249, -4.29285, 0.23454)
H (1.02095, 2.48197, -4.04988)
O (-0.94068, 3.28614, 3.06798)
H (-1.54149, -1.28863, -3.47911)
C (5.45730, 3.00529, 0.83760)
H (-1.55711, -5.92500, -2.15529)
O (-3.65529, -2.10598, -2.15086)
O (-3.83139, -0.92701, 1.83523)
C (5.20103, -1.00476, -2.95842)
H (5.42325, 0.34528, 2.53265)
H (-0.30711, -3.05956, 4.53099)
H (1.55616, -1.04460, 4.65360)
H (3.40317, 2.93190, 0.44329)
H (-4.29650, -0.66562, 1.03714)
H (4.79222, -0.58832, -3.87905)
O (-0.31049, 6.54056, -2.49011)
H (5.82240, -2.72453, -2.41845)
H (-5.30113, -1.65604, 3.06426)
O (-2.68510, 5.36325, 2.39427)
H (6.33105, 4.72687, 0.87649)
H (2.64792, 1.42110, -5.92952)
H (1.92621, 1.03592, 2.57941)
C (-0.97288, -6.28492, 5.14290)
H (-2.53075, 6.05533, 3.04141)
H (4.35308, 1.35771, 3.65473)
H (6.12356, -0.44303, -2.81184)
F (-0.12165, -3.67694, 2.23882)
O (-1.77933, -0.36833, -1.18687)
H (-0.68012, -2.27026, -5.59082)
C (-0.40078, -2.15666, 6.54723)
F (0.19279, 1.65496, -2.02419)
H (-3.49071, -3.28298, -4.54074)
O (-3.27333, -4.17595, -4.26330)
O (-2.70584, -1.77028, -5.85308)

Properties
- Net charge: +2
- Highest occupied orbital energy: -13.4 eV
- Energy relative to the best compared isomer or geometry (same formula, charge and spin): 0.0 kcal/mol
- LUMO energy: -11.76 eV
- Calculated total energy: -5222.8244 hartree

Löwdin population analysis, charges in e, atoms 1 to 99: -0.2799 -0.0573 -0.1165 0.1104 -0.2294 1.2154 0.1382 -0.0795 0.1239 0.1322 0.0516 -0.2208 0.1329 0.0385 0.1139 0.0978 -0.2109 -0.2408 0.1154 -0.1745 0.1067 -0.1080 0.1045 0.8075 0.1248 0.1099 -0.3292 -0.1636 0.1246 0.1258 0.0690 0.0901 -0.1338 0.0203 -0.1665 -0.2355 0.1044 0.1113 0.0579 0.1534 -0.2014 0.0722 -0.0554 -0.0749 -0.1876 -0.1921 -0.2476 -0.0525 0.1235 0.1103 0.1295 0.1221 0.0573 0.0929 0.0104 0.1184 0.1188 0.1310 0.0978 -0.2146 -0.2311 -0.2142 -0.2210 -0.1112 0.1044 -0.0115 0.1414 -0.0600 -0.2406 0.0775 0.1084 0.1276 -0.0356 -0.0340 0.0930 0.1316 0.1316 0.1016 0.1312 -0.1861 -0.1231 0.0829 0.1241 -0.1853 0.1162 -0.2286 0.1241 0.1202 -0.2317 -0.0529 0.1291 -0.6304 0.0867 -0.2286 -0.0229 -0.2116 -0.2183 0.0913 -0.0605

---

This record from the OMol25 dataset describes C34H31AsBrF4FeN2O9P3S as an isolated structure. The level of theory is the ωB97M-V functional and the def2-TZVPD basis.

Atoms and positions in Å:
O (1.37862, -1.43772, -4.84980)
H (1.75244, 1.48789, 2.64286)
C (-1.16448, 1.71625, -3.56186)
H (-1.58745, -0.79237, 1.90177)
C (3.44707, -3.26113, 1.38905)
H (0.63131, -6.05445, 0.78153)
N (1.57262, 1.56145, -0.69258)
C (-1.75697, 2.00958, 0.60277)
P (1.57248, -1.37381, -3.29119)
H (-1.93008, 5.47615, -3.20205)
F (-4.92004, -2.52428, -2.65266)
C (2.68200, -4.65926, -1.29455)
C (1.98842, 1.96653, 0.51264)
C (-5.63735, 0.75769, -1.38184)
H (3.17936, -3.29626, 2.44326)
C (2.71120, 3.12539, 0.71719)
O (3.15979, -1.13556, -3.15685)
H (-3.43123, 1.95375, 3.55341)
O (1.12569, -2.57732, -2.54944)
C (0.42964, -0.62537, 2.58583)
C (2.99603, 3.92482, -0.38309)
H (-2.33822, -2.06065, 3.86153)
C (-2.71237, 2.26774, 2.80802)
H (-3.35300, 0.80265, 1.39479)
C (-3.44407, -0.87857, -1.81985)
As (1.99868, -4.00710, 0.37273)
S (0.24787, -2.77091, 0.34435)
H (3.55454, 4.84359, -0.26570)
H (2.25763, -6.22560, 1.49136)
C (-1.70060, 4.42358, -3.30388)
C (-0.39011, -2.08981, 4.79465)
C (-1.85347, 3.32455, 3.07106)
H (1.85530, -4.81337, -1.98087)
C (-1.38286, 3.89699, -4.54680)
C (-0.74545, -2.93499, 5.98389)
O (0.06372, -3.60578, 6.55486)
H (3.19143, -5.59664, -1.06879)
H (-1.89718, 3.83801, 4.02225)
H (1.64456, -2.01639, 5.42456)
C (1.53528, 1.14508, 1.63183)
P (3.89415, -1.01208, -1.70563)
C (-0.89479, -1.01794, 2.69959)
C (1.41237, -5.55336, 1.34944)
C (-0.90286, 3.07892, 0.87474)
C (-1.30638, -1.73303, 3.80912)
F (-6.67949, 1.55357, -1.18785)
H (-1.35126, 4.54065, -5.41598)
C (-5.82020, -0.51406, -1.89264)
N (0.84931, 0.09444, 1.42468)
C (-3.23684, 0.38669, -1.26158)
C (-1.74995, 3.60178, -2.18643)
Br (-2.01057, -1.99948, -2.29692)
C (-1.12788, 2.53853, -4.67618)
Fe (0.84189, -0.67559, -0.75946)
F (-4.23573, 2.44595, -0.64536)
H (-0.95618, 0.66017, -3.66898)
H (3.61658, -2.24007, 1.06128)
H (3.38869, -3.93866, -1.69967)
C (-1.46084, 2.24438, -2.30383)
H (-0.29261, 4.57003, 2.28410)
F (-7.03637, -0.94297, -2.18382)
C (-0.95252, 3.73194, 2.09764)
C (1.34922, -0.96920, 3.56814)
H (2.39075, -0.69376, 3.45428)
H (-2.53033, -2.23045, 5.92800)
H (2.15840, -1.22680, -5.37612)
H (-0.20273, 3.42111, 0.12390)
O (4.48937, 0.46600, -1.76066)
C (1.84092, 2.32909, -1.74126)
H (3.02412, 3.40159, 1.71537)
C (-4.35709, 1.19352, -1.09010)
H (5.44148, 0.44959, -1.92092)
C (2.53916, 3.52762, -1.62391)
O (0.88101, -0.13897, -2.69795)
C (-4.71911, -1.32325, -2.12158)
H (1.01982, -5.23772, 2.31385)
C (0.94009, -1.71057, 4.66271)
O (2.75152, -0.94084, -0.67822)
H (-2.04527, 4.02328, -1.23672)
O (4.90812, -2.04965, -1.52046)
H (4.34078, -3.85465, 1.20056)
P (-1.55144, 1.04034, -0.92923)
C (-2.66329, 1.61687, 1.58538)
H (-0.90155, 2.11615, -5.64638)
H (2.72098, 4.12330, -2.50716)
O (-2.02854, -2.90883, 6.39420)
H (1.48429, 1.97206, -2.69642)

Properties
- Net charge: +1
- Highest occupied orbital energy (alpha / beta): -11.3 / -11.3 eV
- Energy relative to the best compared isomer or geometry (same formula, charge and spin): 10.0 kcal/mol
- Spin multiplicity: 6
- LUMO energy (alpha / beta): -3.64 / -4.30 eV
- Calculated total energy: -9996.2728 hartree
- <S²>: 8.760

List of Löwdin charges in e, atom by atom: -0.0547 0.1506 -0.1107 0.0929 -0.2208 0.0467 0.0551 -0.3681 0.2003 0.1101 0.0964 -0.2190 -0.2754 -0.1299 0.0362 0.0099 -0.2280 0.1129 -0.3604 -0.3201 -0.0205 0.1247 -0.0599 0.1088 -0.5651 0.8365 0.3313 0.1211 0.0494 -0.0645 -0.1244 -0.0633 0.0397 -0.0680 -0.4798 0.1385 0.0520 0.1104 0.1302 -0.0502 0.2426 -0.0744 -0.2482 -0.1222 -0.0032 0.1500 0.1094 -0.1278 0.0521 -0.3032 -0.0836 0.9067 -0.0608 0.7432 0.1116 0.0750 0.0109 0.0179 -0.3483 0.1111 0.1593 -0.0645 -0.0156 0.1217 0.1010 0.1027 0.0942 -0.0934 -0.0979 0.1269 -0.2159 0.0974 -0.0063 -0.4108 -0.2596 0.0387 0.0102 -0.4045 0.1000 -0.2394 0.0560 1.1112 -0.1133 0.1115 0.1207 0.1318 0.1079